119
Properties=species:S:1:pos:R:3 method="wB97M-V/def2-TZVPD" charge=-2 homo_energy_ev=-0.71 gap_ev=4.5
Sr -0.726 0.097 1.047
Cl -4.342 -2.776 2.968
Cl -3.967 -0.892 7.931
S 4.181 -0.855 0.600
S -5.345 -0.117 -2.071
S 1.440 -4.315 1.847
S 0.239 1.154 -2.375
S -2.584 -1.634 -0.793
S 1.521 3.725 2.235
P -4.320 -1.772 -1.755
O 0.235 0.302 3.307
O -1.611 -1.623 2.599
N 5.302 1.016 2.164
N 2.831 1.316 -1.732
N 3.938 1.844 0.565
N 2.463 0.092 -3.589
N 2.043 3.403 -0.364
N 0.567 5.027 0.058
N 0.950 -1.941 0.087
N -1.196 -4.535 1.046
N 0.214 -3.137 -0.095
C 4.428 0.641 1.122
C -5.013 -3.459 -5.382
C 1.748 4.068 -1.537
C 0.387 -0.805 -4.672
C 5.394 2.394 2.193
C 5.749 0.094 3.209
C -5.180 -2.861 -4.149
C 2.316 -0.071 -6.077
C 1.328 4.012 0.667
C -3.259 -1.035 6.371
C -2.625 2.036 0.834
C -3.996 -1.745 5.406
C 6.616 0.843 4.259
C 0.876 5.062 -1.281
C 6.589 -1.043 2.615
C 1.822 0.780 -2.555
C -2.160 -1.408 3.780
C 4.559 -0.530 3.967
C -1.480 -0.604 4.787
C -4.877 -4.225 -0.706
C -3.445 -1.925 4.143
C -6.518 -2.542 -0.191
C -5.361 -2.934 -0.833
C -0.967 5.462 2.041
C -1.706 5.948 -0.251
C -2.053 -0.435 6.064
C -7.188 -3.441 0.627
C -3.748 -3.814 -5.839
C 3.828 0.206 -3.405
C 0.071 -3.997 0.960
C 4.041 0.899 -2.258
C 1.911 -0.707 -4.713
C 4.577 2.882 1.235
C -6.739 -4.753 0.748
C -0.256 0.086 4.469
C -5.590 -5.128 0.072
C -0.461 5.888 0.659
C 0.128 7.304 0.854
C -4.059 -2.623 -3.342
C 2.464 -2.183 -4.694
C -2.804 -2.988 -3.777
C -2.646 -3.576 -5.028
B 2.611 1.962 -0.294
H 2.207 3.781 -2.475
H 1.057 7.251 1.471
H -6.854 -1.517 -0.329
H -2.258 4.997 -0.261
H -0.602 -3.023 -0.721
H 7.592 1.158 3.800
H -1.240 -5.180 1.832
H -1.802 6.153 2.316
H 4.380 3.907 0.957
H 6.049 2.924 2.854
H 1.776 1.255 0.262
H 4.993 -1.031 4.865
H 6.114 1.734 4.689
H 2.000 -2.785 -5.508
H -5.883 -3.627 -5.992
H -1.335 4.423 2.007
H 0.290 0.414 5.379
H 4.978 1.170 -1.801
H -1.964 -2.776 -3.132
H -3.260 2.406 1.617
H 3.815 0.229 4.290
H -1.656 -3.860 -5.348
H -3.998 -4.532 -1.266
H -1.770 2.668 0.533
H 7.109 -1.540 3.462
H -8.073 -3.099 1.144
H -2.012 -3.908 0.954
H -1.564 0.121 6.853
H -7.305 -5.466 1.331
H 0.089 -1.444 -5.550
H 3.421 -0.087 -6.256
H 1.981 0.980 -6.183
H 1.835 -0.647 -6.876
H -0.598 7.961 1.359
H -2.398 6.736 0.129
H 2.195 -2.689 -3.746
H -5.193 -6.117 0.224
H -3.154 1.433 0.061
H -3.621 -4.236 -6.827
H 6.868 0.154 5.090
H 0.042 -1.264 -3.727
H 7.379 -0.666 1.913
H 1.770 -2.180 0.693
H 1.359 -1.715 -0.818
H 4.540 -0.237 -4.080
H -1.485 6.181 -1.317
H 0.468 5.811 -1.952
H -0.155 5.525 2.810
H -6.164 -2.495 -3.847
H 0.388 7.789 -0.114
H 4.031 -1.277 3.350
H 5.973 -1.781 2.059
H -0.075 0.199 -4.770
H 3.566 -2.194 -4.817
H -4.993 -2.105 5.631

---

51
Properties=species:S:1:pos:R:3 method="wB97M-V/def2-TZVPD" homo_energy_ev=-8.83 gap_ev=7.4
Ta 0.840 0.542 -0.502
Br 0.878 6.797 2.348
Se 3.340 0.963 -0.964
S -1.919 0.246 -1.245
S -0.813 1.459 -3.298
F -0.065 0.374 -5.549
F -4.401 0.670 -0.680
F -3.616 -1.187 0.108
F -1.432 -0.856 -4.410
F -4.046 -1.012 -2.005
F 0.645 -0.688 -3.804
O 0.304 1.540 -2.320
O -1.434 0.977 -0.071
O 1.051 0.067 1.381
O -1.100 -1.979 1.115
O 2.993 -0.884 1.953
O 1.365 -3.280 -1.633
O -0.955 2.553 -4.177
O 1.613 -1.268 -0.727
O -0.942 -0.819 -1.492
N 3.162 3.706 -2.154
N -2.148 1.127 -2.510
C 0.134 3.582 -0.145
C -0.983 -3.328 3.001
C 1.761 4.113 2.031
C 3.230 2.662 -1.671
C -0.677 -3.264 0.639
C -0.381 -0.054 -4.341
C 1.816 -0.990 1.772
C -0.431 -2.039 2.382
C 0.098 4.838 0.446
C 1.317 -2.571 -0.669
C 0.970 2.565 0.327
C 0.865 -3.123 0.679
C -3.637 -0.376 -0.924
C -1.149 -4.215 1.742
C 1.778 2.868 1.431
C 0.914 5.091 1.530
C 1.038 -2.268 1.975
H 1.343 -4.096 0.773
H -0.616 -1.126 2.939
H -2.192 -4.485 1.582
H -0.511 3.427 -1.001
H 2.443 2.113 1.832
H -1.940 -3.138 3.484
H -0.553 5.609 0.058
H -1.074 -3.450 -0.354
H 2.398 4.326 2.878
H -0.563 -5.133 1.774
H -0.306 -3.751 3.742
H 1.587 -2.835 2.725

---

16
Properties=species:S:1:pos:R:3 method="wB97M-V/def2-TZVPD" homo_energy_ev=-10.13 smiles="C[C@@H]1CO1.[H]/N=C/O" gap_ev=11.2
O 1.754 1.494 -0.947
O -0.683 0.755 0.055
N 2.454 0.193 0.807
C -0.631 -0.277 1.055
C -2.506 -0.773 -0.663
C -1.057 -0.576 -0.311
C 2.695 0.965 -0.174
H -1.388 -0.172 1.833
H -3.139 -0.234 0.050
H -2.760 -1.839 -0.629
H 3.689 1.286 -0.502
H 3.319 -0.083 1.263
H 0.867 1.243 -0.582
H -0.328 -1.060 -0.965
H -2.725 -0.399 -1.669
H 0.379 -0.525 1.372

---

99
Properties=species:S:1:pos:R:3 method="wB97M-V/def2-TZVPD" charge=+2 multiplicity=3 homo_energy_ev="-13.30 / -13.30" gap_ev="4.3 / 5.0"
Mo 0.359 0.026 1.456
P 1.930 0.126 -0.226
P -1.158 -0.583 -0.269
O -1.297 1.196 3.486
O -2.151 -2.155 6.574
O 0.864 -2.774 3.205
N -0.340 -0.802 3.304
N -0.504 -2.389 5.017
C 0.758 -1.144 -6.218
C -2.166 -2.089 -0.086
C 3.195 4.056 -0.158
C 0.778 1.950 -6.123
C -1.829 2.106 -0.658
C 3.214 -2.193 0.654
C -3.681 0.539 -0.877
C 4.674 -0.525 -0.352
C -3.601 -4.479 0.229
C -4.554 1.609 -1.075
C -2.709 -2.427 1.167
C 2.795 2.058 -2.064
C 2.260 0.485 2.460
C 0.103 1.895 6.432
C -1.415 0.836 -5.319
C 5.769 -1.360 -0.121
C 0.081 -2.040 3.787
C -2.716 3.169 -0.847
C -3.062 -4.143 -1.017
C 5.590 -2.618 0.466
C 2.526 1.790 -0.714
C -3.833 0.165 5.284
C -2.316 0.788 -0.662
C 4.316 -3.020 0.879
C -0.650 1.450 -6.460
C -1.006 0.127 4.059
C -2.353 -2.951 -1.179
C -0.145 -0.803 -1.750
C 1.191 -0.578 -1.707
C -3.424 -3.616 1.318
C -0.049 0.382 6.360
C 3.520 4.298 -1.496
C 2.674 2.820 0.233
C 1.611 1.039 -5.273
C -1.416 -0.463 -4.993
C 3.288 3.303 -2.454
C -2.561 0.619 5.978
C -1.403 -1.626 5.762
C 1.585 -0.300 -5.288
C 3.391 -0.959 0.008
C -4.077 2.924 -1.060
C -1.280 -0.120 5.550
C -0.652 -1.544 -5.711
H -2.662 0.490 7.067
H 4.813 0.458 -0.801
H -1.943 -2.697 -2.156
H 4.180 -3.980 1.379
H -0.684 2.342 7.052
H 6.441 -3.282 0.616
H 2.615 1.284 -2.806
H -0.141 -0.017 7.382
H -1.222 2.322 -6.815
H -0.563 -2.417 -5.043
H -1.226 -1.907 -6.583
H 1.875 -0.846 -2.518
H -3.782 0.370 4.209
H -4.060 -0.485 -0.873
H -2.039 1.550 -4.766
H 3.239 0.743 2.032
H -0.659 -1.073 -2.678
H 2.354 1.575 -4.678
H -0.582 0.755 -7.306
H 1.067 2.132 6.896
H 0.061 2.353 5.433
H 0.649 -0.656 -7.195
H 2.225 -2.491 1.015
H -0.763 2.296 -0.480
H -0.333 -3.340 5.321
H 1.297 2.152 -7.078
H -3.189 -4.807 -1.872
H 2.393 -0.363 3.152
H 3.507 3.491 -3.506
H -4.014 -0.901 5.459
H -2.567 -1.760 2.023
H 0.846 -0.074 5.909
H 0.710 2.929 -5.620
H -5.614 1.416 -1.235
H -2.075 -0.825 -4.195
H 2.406 2.648 1.275
H -4.151 -5.413 0.353
H -2.349 4.194 -0.823
H -2.403 1.690 5.792
H -3.844 -3.868 2.292
H 6.768 -1.024 -0.402
H 1.316 -2.077 -6.400
H -4.760 3.760 -1.209
H -4.681 0.722 5.699
H 3.356 4.831 0.591
H 3.952 5.255 -1.791
H 1.869 1.370 3.005
H 2.244 -0.879 -4.632

---

46
Properties=species:S:1:pos:R:3 method="wB97M-V/def2-TZVPD" homo_energy_ev=-7.62 smiles="CCOC(=O)CN1C(=O)S/C(=C/c2cc(C)n(-c3ccccn3)c2C)C1=O" gap_ev=7.6
S -0.249 -2.313 2.265
O 0.611 -5.673 -2.283
O 0.425 -4.757 1.483
O -0.982 -4.334 -1.445
O 1.146 -1.087 -1.099
N 0.867 -3.007 0.076
N -0.144 3.656 0.291
N -1.598 5.343 0.929
C 0.210 7.316 0.240
C -0.047 1.462 0.701
C 0.172 -4.632 -1.589
C 0.302 -7.686 -3.537
C -1.902 6.618 1.076
C 0.742 -1.631 -0.093
C 1.339 -3.845 -0.998
C 0.772 3.797 -2.070
C -1.041 7.650 0.736
C 0.412 3.053 -0.832
C 0.123 -1.041 1.084
C -0.437 2.701 1.217
C 0.477 1.717 -0.604
C 0.543 5.982 0.087
C -0.409 5.023 0.435
C -1.029 3.042 2.534
C 0.388 -3.589 1.218
C -0.199 0.239 1.403
C -0.390 -6.505 -2.884
H -0.582 3.952 2.931
H 0.090 4.627 -2.243
H 1.517 5.688 -0.266
H 0.846 0.974 -1.278
H -0.872 2.237 3.247
H 0.997 -7.340 -4.297
H -2.885 6.814 1.483
H 1.757 -3.183 -1.763
H -2.099 3.219 2.434
H -1.334 8.679 0.866
H 0.718 3.115 -2.914
H 1.790 4.187 -2.026
H 2.103 -4.540 -0.641
H 0.924 8.086 -0.018
H -1.087 -6.829 -2.104
H -0.439 -8.332 -3.998
H 0.855 -8.252 -2.793
H -0.947 -5.911 -3.616
H -0.665 0.342 2.376

---

11
Properties=species:S:1:pos:R:3 method="wB97M-V/def2-TZVPD" homo_energy_ev=-9.28 smiles="C=CO.C=O" gap_ev=10.1
O 0.147 1.467 -1.921
O 0.350 0.828 0.811
C -1.005 1.195 -2.068
C 0.105 -0.479 1.199
C 0.959 -1.416 1.603
H 1.916 -1.534 1.085
H 0.540 -2.324 1.993
H -0.930 -0.492 1.536
H 1.031 0.769 0.131
H -1.564 0.499 -1.404
H -1.549 1.489 -2.964

---

9
Properties=species:S:1:pos:R:3 method="wB97M-V/def2-TZVPD" homo_energy_ev=-9.96 smiles=C.N gap_ev=11.3
N 4.381 -2.107 -3.584
C -3.569 1.647 2.649
H -4.358 1.038 3.072
H 5.140 -2.598 -3.833
H 4.850 -1.355 -3.089
H -3.387 1.647 1.623
H 3.645 -2.376 -2.986
H -3.914 2.669 2.769
H -2.787 1.436 3.380

---

77
Properties=species:S:1:pos:R:3 method="wB97M-V/def2-TZVPD" charge=+2 multiplicity=3 homo_energy_ev="-12.73 / -12.74" gap_ev="6.5 / 6.2"
Mo -0.116 0.102 -0.009
S -7.166 -2.729 -0.208
S 0.616 1.593 2.093
O 0.572 -2.076 -0.528
O -3.548 2.609 1.316
O -1.451 1.566 0.134
O 1.814 0.162 -0.098
N -0.851 2.316 -1.940
N 1.601 -1.508 2.156
N 0.206 1.434 -1.653
N -1.636 -0.819 1.322
N -6.171 -2.338 -1.410
N -6.219 -2.429 1.059
N 3.272 0.358 4.670
N 2.447 1.257 4.042
N -1.593 -0.738 -1.371
N 2.101 -0.561 3.053
C -2.747 -1.141 -0.792
C 0.629 -3.115 -1.178
C 3.906 -0.530 -0.941
C 2.378 0.681 -2.355
C -1.496 -0.749 -2.696
C -0.476 -4.121 -1.064
C -3.260 3.769 -2.180
C -2.729 -1.263 3.398
C -3.772 3.203 0.116
C -2.771 -1.193 0.678
C 2.678 0.088 -1.130
C -2.559 -1.109 -3.518
C -3.873 -1.649 2.750
C -2.915 3.105 -0.990
C -5.041 -1.944 -0.837
C -1.629 -0.847 2.652
C -4.944 3.946 0.017
C -5.257 4.592 -1.159
C -4.414 4.509 -2.271
C 1.782 -3.344 -2.104
C 1.720 0.743 3.057
C 3.688 -2.062 4.328
C 1.166 1.446 -2.502
C -5.067 -1.995 0.564
C 4.519 -0.007 -3.227
C 4.812 -0.579 -1.986
C 3.313 0.635 -3.399
C -3.845 -1.513 -1.549
C -3.750 -1.473 -2.942
C 3.055 -0.752 4.042
C -3.900 -1.613 1.354
C -1.684 2.317 -0.959
H 1.784 -4.338 -2.539
H 5.771 -1.060 -1.833
H 3.078 1.119 -4.341
H 4.403 -1.927 5.135
H -2.433 -1.079 -4.590
H 1.416 -2.369 2.659
H 2.948 -2.800 4.643
H -4.754 -1.973 3.290
H -2.591 3.686 -3.026
H -0.548 -0.454 -3.117
H 2.716 -3.158 -1.572
H -0.785 -4.217 -0.023
H 1.735 -2.597 -2.903
H -5.590 4.004 0.883
H -4.664 5.023 -3.189
H -1.335 -3.730 -1.624
H -4.613 -1.738 -3.541
H -6.167 5.175 -1.216
H 1.039 2.099 -3.363
H -0.214 -5.092 -1.475
H 2.273 -1.669 1.411
H 4.212 -2.448 3.453
H 4.148 -0.945 0.030
H -2.667 -1.259 4.477
H 5.241 -0.043 -4.030
H 2.452 2.225 4.327
H -2.680 2.176 1.294
H -0.734 -0.493 3.134